# C32H38Cl3F4N4O2S3SiTi

A molecular structure, C32H38Cl3F4N4O2S3SiTi (ωB97M-V/def2-TZVPD, OMol25).

Calculated values
Highest occupied orbital energy, eV: -11.20
ΔE to the lowest compared entry with this formula, charge and spin, eV: 0.366
Maximum force, eV/A: 0.980
Charge: +1

Structure (XYZ):
```
88
Properties=species:S:1:pos:R:3:mulliken_charge:R:1
H 3.302 6.710 -1.948 0.3586
H -0.829 -1.420 -4.691 0.3242
C -0.231 -0.912 -1.566 -0.3207
H 6.263 5.805 -4.245 0.4387
C 2.890 4.434 2.839 -1.1440
C 3.948 4.445 -0.800 0.5679
N -1.714 -0.928 1.208 0.7077
C -1.067 4.063 -0.280 0.0468
H 4.975 7.137 -2.350 0.4989
C 5.189 3.944 1.374 0.9419
N 3.667 1.995 -0.873 0.8133
C 4.280 3.136 -1.532 -1.5360
H 2.425 0.925 -3.406 0.1495
H 0.415 -0.369 3.009 0.1744
C 5.214 3.804 2.751 -0.8945
C 3.051 5.024 -4.109 0.7451
H 3.919 3.186 -2.557 0.0067
C 1.437 -3.755 0.494 0.5360
Cl 4.080 3.862 5.193 -0.2119
O 2.499 -4.410 0.931 -0.2479
Cl 1.486 4.944 -3.400 -0.1225
N -0.036 1.077 1.552 0.9813
F -0.605 1.794 -0.883 -0.1745
H -0.525 -1.946 -1.301 -0.1228
H 2.906 4.709 -1.037 0.1316
C 4.162 5.618 -3.595 0.3099
H -1.461 6.052 0.446 0.5400
C 5.280 5.418 -4.459 -0.8555
C -0.369 2.396 1.369 0.0396
H -2.497 0.451 2.615 0.2774
H -2.835 -0.795 -0.576 0.3514
H -0.400 1.039 3.664 0.7503
H 5.376 1.072 0.035 0.6603
H 2.973 -1.594 -1.643 0.2370
H 1.980 4.844 0.953 0.5701
H 3.480 -0.697 0.911 0.7437
F -0.127 3.157 3.618 -0.4469
C 4.313 1.046 -0.125 -0.8344
C 0.017 -2.012 -4.340 -1.2529
H 1.509 0.496 -4.840 0.5356
F -1.389 4.321 -1.551 -0.3671
C 2.891 4.550 1.459 0.2894
H -3.749 -0.425 0.901 0.4486
F -0.890 5.610 2.953 -0.3586
H 5.359 2.982 -1.552 0.4895
H -1.942 -2.837 0.325 0.2682
C 2.763 -5.724 0.414 -0.7660
H 3.651 -6.057 0.944 0.2453
H -2.587 0.755 0.260 0.2718
H -1.295 -2.856 1.971 0.4938
H -1.917 -1.054 3.333 0.4906
C 3.365 0.182 0.301 -1.5612
H 1.639 2.288 -1.402 0.8049
C -0.837 4.690 1.986 0.3713
C -2.015 -2.375 1.311 -1.3225
C 4.981 4.695 -5.568 -0.4323
H 0.649 -2.234 -5.200 0.3575
Si 0.970 -1.077 -3.032 0.1993
H 2.293 -3.061 -2.353 0.2099
H 1.916 -6.377 0.613 0.3688
H -1.109 -0.381 -1.944 0.6555
C 4.058 4.049 3.475 0.2254
Ti 0.313 -0.361 0.299 -0.2027
H -3.026 -2.517 1.704 0.3686
C -1.153 5.047 0.688 -0.6019
H 3.251 -1.961 -3.343 0.4592
C -2.785 -0.308 0.397 -1.2816
C -0.448 3.406 2.334 0.1739
C -1.707 -0.303 2.570 -0.8110
H 2.004 4.644 3.419 0.5268
H 2.940 -5.671 -0.659 0.3269
H -0.370 -2.956 -3.956 0.3116
H 5.632 4.414 -6.376 0.4715
S 1.369 -2.228 1.386 -0.5466
C 1.449 0.595 -3.756 -1.0741
C 4.269 6.311 -2.270 -1.0094
S 3.333 4.231 -5.603 -0.1507
O 4.814 5.466 -1.260 -0.3799
S 0.392 -4.283 -0.645 -0.1833
N 2.125 0.601 -0.167 1.5207
C -0.359 0.378 2.798 -0.8482
C 2.514 -2.010 -2.542 -0.8651
C 4.031 4.309 0.697 -0.5825
Cl 6.659 3.605 0.511 -0.1788
C -0.669 2.790 0.064 0.4149
C 2.367 1.699 -0.871 -1.3246
H 6.123 3.505 3.250 0.4957
H 0.717 1.378 -3.550 0.3156
```

---

# C32H39IN4O7Ru

A molecular structure, C32H39IN4O7Ru (ωB97M-V/def2-TZVPD, OMol25).

Calculated values
Highest occupied orbital energy (alpha / beta), eV: -10.43 / -10.57
<S²>: 8.76
ΔE to the lowest compared entry with this formula, charge and spin, eV: 0.000
2S+1: 6
Maximum force, eV/A: 0.133
Charge: +1

Structure (XYZ):
```
84
Properties=species:S:1:pos:R:3:lowdin_spin:R:1
C 3.392 -4.212 -0.494 0.0145
H 1.399 4.506 -2.393 -0.0001
N -2.617 -2.688 2.470 0.0097
C -1.686 4.569 0.909 0.0010
O 5.424 -1.469 -0.032 0.0008
C -2.025 2.193 0.638 0.0117
H 3.724 -0.294 -1.256 0.0037
C -0.161 -4.465 0.351 0.0018
H -3.999 4.069 -0.741 0.0004
C 7.032 0.463 5.806 0.0005
H -4.567 2.859 0.429 0.0001
H -4.272 4.508 0.952 0.0002
C -2.135 -2.990 3.813 0.0010
N 1.980 0.388 -0.466 0.1039
I -0.037 1.790 -2.560 0.0066
C 1.986 3.876 -1.740 -0.0007
C 3.805 1.496 4.081 0.0033
C 3.883 3.558 -0.298 -0.0001
H -3.590 0.826 1.109 0.0003
O -0.843 1.987 0.961 0.0868
H 4.200 -4.930 -0.581 0.0008
H 3.019 3.144 2.925 0.0004
C 2.381 1.727 -0.722 0.0062
H -2.211 -2.099 -0.249 -0.0002
C -2.203 -1.594 1.842 0.0092
H -1.496 -2.185 4.157 0.0002
C -2.644 -1.340 0.401 0.0013
C 4.149 -0.903 3.731 0.0032
O 0.222 -1.744 -0.016 0.2093
H 6.810 0.332 6.867 0.0002
H 5.038 -1.936 -2.024 -0.0001
H -0.489 -4.048 1.307 0.0003
H 3.526 3.552 4.573 0.0003
H 2.846 -2.623 3.605 0.0007
C 1.296 -2.487 -0.189 0.0132
H -0.920 -4.217 -0.395 0.0007
C 2.140 0.202 2.732 0.0254
H 4.086 1.591 0.555 0.0003
C 3.788 -2.264 3.194 0.0021
H -4.372 -3.828 2.460 0.0002
C 3.627 -2.875 -0.698 -0.0011
H 4.765 3.948 0.193 0.0000
C 3.379 0.264 3.534 0.0047
C 1.619 2.553 -1.540 0.0045
C 1.172 -3.894 -0.030 0.0126
H -3.522 1.264 -0.616 0.0008
H 4.575 -2.972 3.450 0.0003
C 5.014 -2.403 -1.032 -0.0003
H -0.664 4.239 1.062 0.0001
H -1.729 5.256 0.063 0.0002
H 5.312 2.470 5.231 0.0000
C 3.516 2.239 -0.101 0.0052
C -3.920 3.719 0.290 0.0016
C 4.989 1.528 4.803 0.0000
H -2.043 5.081 1.802 0.0001
O -1.457 -0.754 2.375 0.0655
H 7.730 -0.322 5.516 0.0000
O -2.113 -0.099 -0.024 0.0441
C 2.552 -1.973 -0.542 0.0163
O 1.587 1.253 2.274 0.1349
N 2.188 -4.712 -0.176 -0.0005
H 7.525 1.427 5.690 0.0001
H 3.679 -2.248 2.110 0.0002
H 6.361 -1.281 -0.148 0.0000
C -2.922 1.023 0.263 0.0029
H -0.076 -5.545 0.436 0.0000
H -2.983 -3.106 4.488 0.0002
N -2.536 3.415 0.629 0.0088
Ru 0.232 0.063 0.976 3.9986
H -3.750 -3.436 0.852 0.0001
H -2.935 -4.652 1.833 0.0005
C -3.468 -3.701 1.865 0.0013
C 3.046 2.794 3.956 0.0022
H 5.932 -1.694 4.590 0.0000
C 2.784 -0.562 -0.775 0.0147
H 5.681 -3.267 -1.058 0.0000
H 2.010 2.690 4.274 0.0005
H -3.731 -1.350 0.300 0.0006
H 3.395 5.412 -1.269 0.0003
C 3.115 4.379 -1.112 0.0048
O 1.599 -0.910 2.419 0.1538
H -1.569 -3.922 3.793 0.0002
C 5.768 0.396 4.997 0.0025
C 5.332 -0.802 4.451 -0.0002
```